Formula: C3H10N4O
Source: the OMol25 dataset
Level of theory: ωB97M-V/def2-TZVPD

Geometry (Å):
C: 1.248 -0.429 -0.725
N: 1.424 0.727 0.150
C: 1.917 1.757 -0.389
N: 2.221 1.873 -1.775
H: 0.573 -0.319 -1.574
H: 0.917 -1.285 -0.139
H: 2.215 -0.698 -1.167
H: 2.068 2.646 0.216
H: 2.169 2.853 -2.033
H: 3.181 1.615 -1.987
N: -1.452 -1.437 1.950
C: -1.840 -1.027 0.718
N: -1.537 0.297 0.427
O: -2.383 -1.777 -0.073
H: -1.489 -2.434 2.083
H: -0.895 -0.876 2.555
H: -0.554 0.565 0.428
H: -2.023 0.593 -0.398

Summary:
- Gap between HOMO and LUMO: 10.0 eV
- Highest occupied orbital energy: -9.3689 eV
- Multiplicity: 1
- Largest force on an atom: 1.17 eV/A

Here are the natural (NBO) charges for atoms 1 to 6, given in e: number 1, C, carries -0.473; number 2, N, carries -0.459; number 3, C, carries 0.281; number 4, N, carries -0.872; number 5, H, carries 0.220; number 6, H, carries 0.206

Formula: C3H10N4O5S
Source: the OMol25 dataset
Level of theory: ωB97M-V/def2-TZVPD

Geometry (Å):
H: 1.666 1.208 -0.537
N: 1.617 0.883 0.387
N: 0.570 1.193 1.002
C: -0.361 2.153 0.560
C: -0.526 3.176 1.627
O: -0.134 2.992 -0.580
H: -1.318 1.430 0.574
H: -1.004 4.019 1.142
H: -1.159 2.897 2.465
H: 0.423 3.462 2.093
H: -0.020 2.634 -1.491
N: 0.799 -3.368 1.051
C: 0.157 -2.864 -0.046
O: -0.388 -3.566 -0.895
N: 0.232 -1.528 -0.227
S: -0.565 -1.013 -1.638
O: 0.041 0.286 -1.893
O: -2.008 -1.124 -1.355
O: -0.185 -1.956 -2.799
H: 1.049 -2.799 1.828
H: 0.731 -4.351 1.178
H: 0.780 -0.898 0.281
H: -0.394 -2.865 -2.728

Summary:
- Gap between HOMO and LUMO: 10.2 eV
- Highest occupied orbital energy: -9.7649 eV
- Multiplicity: 1
- Largest force on an atom: 3.72 eV/A

Here are the natural (NBO) charges for atoms 1 to 6, given in e: number 1, H, carries 0.318; number 2, N, carries -0.359; number 3, N, carries -0.124; number 4, C, carries 0.173; number 5, C, carries -0.617; number 6, O, carries -0.751

Formula: C3H10N4S2
Source: the OMol25 dataset
Level of theory: ωB97M-V/def2-TZVPD

Geometry (Å):
C: -1.976 0.606 -2.058
C: -2.989 1.499 -1.735
C: -0.761 0.775 -1.406
N: -0.417 -0.343 1.666
N: 0.261 -0.035 -1.597
N: 0.937 0.042 1.825
N: 1.414 0.239 -0.795
S: -2.593 2.901 -0.869
S: -0.668 2.188 -0.375
H: -2.247 -0.124 -2.729
H: -3.999 1.368 -2.153
H: -0.504 -1.334 1.463
H: 0.081 -1.006 -1.768
H: 0.996 1.067 1.763
H: 1.441 -0.438 0.896
H: 1.321 -0.234 2.791
H: -0.917 -0.158 2.542
H: 1.419 1.201 -0.466
H: 2.154 0.231 -1.524

Summary:
- Gap between HOMO and LUMO: 8.7 eV
- Net charge: +2
- Highest occupied orbital energy: -16.9347 eV
- Multiplicity: 1
- Largest force on an atom: 3.28 eV/A

Here are the natural (NBO) charges for atoms 1 to 6, given in e: number 1, C, carries -0.326; number 2, C, carries -0.254; number 3, C, carries 0.138; number 4, N, carries -0.657; number 5, N, carries -0.378; number 6, N, carries -0.570